Record 1
{
  "formula": "CH3IO3S",
  "method": "ωB97M-V with the def2-TZVPD basis set",
  "multiplicity": 1,
  "symbols": ["C", "O", "O", "O", "S", "I", "H", "H", "H"],
  "positions_angstrom": [[1.24, 0.58, 0.68], [0.53, -2.33, -0.39], [-1.47, -1.29, -1.35], [0.24, 0.19, -0.29], [-0.49, -1.32, -0.33], [-4.43, 1.94, -0.99], [1.71, 1.38, 0.15], [2.01, -0.08, 1.00], [0.66, 0.91, 1.53]]
}

***

Record 2
{
  "formula": "C4H7NO2",
  "method": "ωB97M-V with the def2-TZVPD basis set",
  "multiplicity": 1,
  "symbols": ["C", "C", "C", "C", "N", "O", "O", "H", "H", "H", "H", "H", "H", "H"],
  "positions_angstrom": [[0.01, -0.40, 1.22], [1.43, 1.49, -0.25], [0.54, 0.40, 0.09], [-1.76, 0.13, -1.06], [0.21, -1.71, 0.87], [-0.57, -0.17, 2.26], [1.61, 0.13, -0.71], [1.32, 2.29, -0.99], [2.16, 1.69, 0.51], [-1.80, 0.81, -1.92], [-2.13, 0.63, -0.18], [-1.39, -0.93, -1.25], [0.63, -1.88, -0.04], [-0.25, -2.47, 1.46]]
}

***

The energy relative to the best compared isomer or geometry (same formula, charge and spin) results, record by record, are as follows: 43.6 131.4 kcal/mol.